(1)
This record from the Open Molecules 2025 dataset describes a structure of composition C33H40LuN6O. The level of theory is the ωB97M-V functional and the def2-TZVPD basis.

```
81
Properties=species:S:1:pos:R:3:forces:R:3
Lu -0.744518 0.211566 0.852657 0.266 0.079 -1.312
N -1.588772 2.203884 1.556762 -0.604 0.030 0.914
N -0.371360 3.011305 -1.121788 0.859 -1.143 -1.549
C -1.569118 -1.625714 -0.778860 -0.800 0.173 0.460
C -2.477355 -0.546157 -1.012032 0.199 -0.468 0.745
C -3.205650 -0.313776 0.191699 0.452 -0.806 -0.137
C -4.289668 0.687651 0.383896 -0.417 0.307 0.118
H -4.390602 1.333728 -0.497870 0.031 -0.104 0.245
H -4.093781 1.339701 1.247081 -0.068 -0.089 -0.230
H -5.258225 0.194889 0.561086 0.124 0.104 -0.079
C -2.814212 -1.306158 1.140581 0.273 -0.197 -1.108
C -3.528194 -1.626718 2.399841 -0.066 0.020 0.558
H -4.312483 -2.384942 2.235366 0.164 0.176 -0.002
H -4.016134 -0.739306 2.818957 0.061 -0.120 0.023
H -2.838261 -2.026214 3.151218 -0.126 0.099 -0.003
C -1.794129 -2.110578 0.545445 -0.712 0.652 -0.362
C -1.222768 -3.355191 1.121607 0.324 -0.376 0.213
H -1.148595 -3.298808 2.215372 0.056 -0.006 -0.180
H -0.219133 -3.554911 0.724966 -0.143 0.023 0.157
H -1.847097 -4.232527 0.883831 0.091 0.168 0.047
C -2.763996 0.099351 -2.321872 0.044 0.611 -0.298
H -3.847724 0.228272 -2.476351 0.294 -0.103 0.070
H -2.376399 -0.500320 -3.155679 -0.148 0.122 0.231
H -2.307771 1.098546 -2.381584 -0.084 -0.148 -0.130
C -0.620091 -2.222038 -1.760313 0.534 -0.162 -0.248
H 0.406500 -1.833806 -1.619547 -0.269 -0.187 -0.222
H -0.901946 -1.978986 -2.795533 0.131 -0.098 0.294
H -0.575534 -3.319309 -1.660081 -0.036 0.321 -0.080
C -1.902629 2.163153 2.895573 0.754 1.082 0.306
H -2.190776 1.193702 3.311253 0.397 0.331 -0.169
C -1.785234 3.269950 3.725138 -0.466 -1.952 0.469
H -1.794577 3.108197 4.807779 -0.315 0.186 -0.405
C -1.654097 4.540094 3.150014 0.094 1.047 -1.587
H -1.564162 5.433093 3.763232 -0.091 -0.105 -0.061
C -1.646677 4.634571 1.773686 -0.439 0.371 1.372
H -1.640286 5.579642 1.223712 0.135 -0.219 0.471
C -1.536184 3.459243 0.980752 0.079 0.362 -2.145
C -1.312539 3.693408 -0.402236 -0.855 0.588 2.125
H -1.516934 4.685935 -0.814140 0.285 -0.235 0.482
C 0.125243 1.714763 -0.897051 -0.426 0.556 -0.059
C 0.272242 3.637863 -2.200509 -0.786 -0.175 1.358
H -0.028191 4.602151 -2.562114 0.065 0.233 0.190
C 1.236332 2.816116 -2.593646 0.106 -1.038 -0.492
H 1.991419 2.950905 -3.344537 0.053 -0.145 -0.146
N 1.087167 1.613426 -1.892210 1.259 0.306 -0.750
C 1.737328 0.457668 -2.434555 -0.087 0.505 0.568
C 1.306259 0.013733 -3.700530 -0.005 -0.765 -0.554
C 1.947950 -1.080764 -4.289179 0.385 0.693 0.438
H 1.564369 -1.480147 -5.228273 0.125 0.118 0.092
C 3.097971 -1.624752 -3.715136 -0.495 -0.477 -0.482
C 3.793595 -2.771214 -4.390812 0.013 -0.189 0.038
H 3.537844 -3.728653 -3.914489 0.113 0.057 -0.079
H 4.884849 -2.661549 -4.347665 -0.132 -0.037 -0.028
H 3.492973 -2.838949 -5.442878 0.100 -0.016 0.153
C 3.582277 -1.091394 -2.518021 0.040 0.639 0.481
H 4.510462 -1.495683 -2.099826 -0.225 0.245 -0.051
C 2.944159 -0.013832 -1.890611 0.214 -0.598 -0.203
C 3.561498 0.682837 -0.719304 0.349 -0.016 0.342
H 3.749039 1.743916 -0.927629 -0.250 -0.161 -0.025
H 4.531989 0.238857 -0.472191 -0.152 -0.053 -0.045
H 2.933648 0.621751 0.178287 -0.070 0.127 -0.095
C 0.177894 0.668554 -4.429931 -0.446 -0.116 -0.344
H 0.304116 1.756669 -4.514106 -0.111 -0.239 0.102
H -0.798906 0.473419 -3.960896 0.361 0.260 -0.115
H 0.144317 0.272328 -5.453223 -0.090 0.024 0.176
C 0.562886 -0.598965 5.460276 0.311 -0.229 -0.639
N 1.224175 -0.942250 4.186372 -1.742 0.570 0.574
C 2.509623 -1.422841 4.185497 1.259 -0.050 1.906
C 3.072685 -1.810104 3.003274 0.167 -0.441 -2.090
C 2.349816 -1.643249 1.811767 1.055 -0.097 1.914
N 1.167179 -0.968131 1.809821 -1.412 0.334 0.588
C 0.586110 -0.770130 3.018073 -1.110 0.498 -0.648
O -0.638585 -0.349646 2.993772 1.223 -0.256 0.666
N 2.735540 -2.145929 0.630184 0.563 -0.753 -1.600
H -0.405942 -0.164511 5.223433 0.104 -0.051 0.101
H 1.176010 0.119586 6.017275 -0.043 -0.067 -0.190
H 0.441705 -1.497313 6.076713 -0.013 0.065 -0.121
H 2.969232 -1.500950 5.169580 -0.007 -0.001 -0.423
H 4.056244 -2.271814 2.969335 -0.193 0.013 0.080
H 3.613714 -2.637123 0.538994 -0.367 0.234 0.022
H 2.152879 -2.069070 -0.196945 0.289 0.158 0.398
```
Forces are in eV/Å.

The multiplicity is 1. The total energy is -2920.82674 Ha. As for the net charge: -1. The HOMO energy (spin up / spin down) comes out at 0.16 / -2.12 eV. The frontier orbital gap (spin up / spin down) comes out at 2.644 / 4.926 eV. For the molar mass, the calculation gives 711.691 g/mol.

(2)
This record from the Open Molecules 2025 dataset describes the molecule C10H10N2O. The level of theory is the ωB97M-V functional and the def2-TZVPD basis.

```
23
Properties=species:S:1:pos:R:3:forces:R:3
C -3.559979 0.381196 0.178765 -3.126 -0.338 -0.263
C -2.076689 0.038955 -0.105234 -0.086 1.683 -0.924
C -1.324217 1.220603 -0.138156 0.700 -0.744 1.401
C 0.047578 1.182012 -0.089443 1.392 -1.996 -0.629
C 0.779333 -0.085103 -0.133997 -1.075 0.022 0.080
C 0.034441 -1.262020 -0.273391 -1.285 1.341 0.033
C -1.399032 -1.167703 -0.370138 0.733 1.356 1.260
C 3.000682 0.956981 -0.062735 2.924 -3.238 0.958
C 4.314251 0.424804 0.115805 -0.291 2.052 -0.268
C 3.057143 -1.279065 0.098786 -0.795 -1.544 0.740
H -5.107092 -1.013512 0.229645 -1.430 0.579 -0.139
H -3.710798 1.131602 1.223806 0.628 -2.443 -2.962
H -4.258899 0.997038 -0.738027 2.590 -1.674 2.484
H -1.814261 2.158241 0.099784 0.018 0.091 -0.395
H 0.561425 2.110253 -0.046157 0.484 0.522 0.155
H 0.528486 -2.227751 -0.199114 -0.255 0.148 -0.419
H -1.976538 -2.031771 -0.503808 -0.599 -1.207 0.028
H 2.524940 1.892634 -0.172265 0.244 0.786 -0.068
H 5.250176 1.062229 0.156400 -1.278 -1.194 -0.049
H 2.770455 -2.370301 0.180205 -0.231 1.764 -0.223
N 2.218558 -0.179370 0.002617 -1.064 0.320 -0.662
N 4.317082 -0.969022 0.227604 -0.510 2.203 -0.542
O -4.177053 -0.970921 0.319040 2.311 1.509 0.404
```
Forces are in eV/Å.

The multiplicity is 1. The total energy is -571.71673 Ha. The SMILES is OCc1ccc(-n2ccnc2)cc1. As for the net charge: 0. The HOMO energy comes out at -8.49 eV. The frontier orbital gap comes out at 9.026 eV. For the molar mass, the calculation gives 174.203 g/mol.

(3)
This record from the Open Molecules 2025 dataset describes a structure of composition HN3O4. The level of theory is the ωB97M-V functional and the def2-TZVPD basis.

```
8
Properties=species:S:1:pos:R:3:forces:R:3
N 0.666244 0.706819 0.098138 -0.054 -0.735 -0.696
N 0.146204 -0.421189 -0.048589 -0.425 -0.996 0.387
N -1.629151 0.010530 -0.033031 1.778 0.060 0.985
O 0.320204 -1.675809 -0.074645 0.531 3.441 -0.160
O -1.832509 1.155889 0.006903 -0.216 1.230 -0.445
O -2.275948 -0.940089 0.097694 -0.728 -1.666 -0.285
O 2.021978 0.990884 0.016340 -0.059 -1.863 0.104
H 2.582981 0.172966 -0.062813 -0.827 0.529 0.110
```
Forces are in eV/Å.

The multiplicity is 1. The total energy is -465.53611 Ha. As for the net charge: 0. The HOMO energy (spin up / spin down) comes out at -10.55 / -10.55 eV. The frontier orbital gap (spin up / spin down) comes out at 9.824 / 9.823 eV. For the molar mass, the calculation gives 107.025 g/mol.

Q: Which of these has the lowest net charge?
A: C33H40LuN6O

Q: What is the multiplicity in the third record?
A: 1

Q: What is the formula in the third record?
A: HN3O4